DFT (ωB97M-V/def2-TZVPD) results for 12 unconnected molecules or ions with the total composition C32H92N4O12 in a non-equilibrium geometry.

```
140
C32H92N4O12, DFT ωB97M-V/def2-TZVPD
C -0.9430 2.4545 -2.0769
C -0.9646 3.0199 -0.6536
C -2.2380 2.6364 0.0688
O -2.2497 3.1402 1.4052
C -3.4644 3.9479 1.6512
N 0.2635 2.5416 0.0500
H -1.9643 2.3919 -2.4797
H -0.5101 1.4495 -2.0718
H -0.3674 3.1026 -2.7538
H -0.7866 4.1319 -0.6873
H -2.3172 1.6192 0.1763
H -3.2220 2.9063 -0.3736
H -3.5959 4.5773 0.7646
H -3.2695 4.6279 2.4806
H -4.2815 3.3074 1.8420
H 0.1868 2.9067 0.9761
H 0.4472 1.5317 0.0186
C -6.0057 0.9106 0.0956
C -6.6492 1.9994 -0.7282
C -7.6821 2.7749 0.0797
O -7.1115 3.6662 1.0590
C -7.0998 3.1950 2.3681
N -5.7472 2.8770 -1.4051
H -5.2104 1.1832 0.7140
H -5.6473 0.2368 -0.6733
H -6.7488 0.2468 0.5389
H -7.2528 1.4941 -1.5073
H -8.4041 2.0406 0.5201
H -8.2735 3.4908 -0.5550
H -6.5321 2.2497 2.6075
H -8.1577 3.0190 2.6056
H -6.7054 3.9824 3.0013
H -4.9978 2.4245 -1.9708
H -5.3754 3.6026 -0.7944
C 5.2154 0.9455 -2.0910
C 4.1453 1.3830 -1.0281
C 4.7835 2.0224 0.2221
O 3.8290 2.4484 1.1173
C 4.2355 2.9027 2.4136
N 3.1241 2.2634 -1.6262
H 6.0823 0.4938 -1.6143
H 5.5589 1.8692 -2.5834
H 4.8701 0.2342 -2.8112
H 3.5693 0.5100 -0.7473
H 5.3540 2.8735 -0.1673
H 5.5191 1.3449 0.6161
H 4.9853 3.6941 2.1630
H 4.7221 2.1431 3.0124
H 3.3753 3.2996 2.9601
H 2.2495 2.3901 -1.0923
H 3.4955 3.1965 -1.9136
C -0.0697 -2.5889 -2.4297
C -0.3445 -1.3060 -1.5933
C -0.9913 -1.5954 -0.2612
O -2.2909 -2.1111 -0.3274
C -3.1346 -1.6357 0.7735
N 0.8288 -0.4897 -1.2554
H 0.5122 -2.4329 -3.3413
H -1.0373 -3.0857 -2.7244
H 0.4799 -3.3042 -1.7931
H -1.0621 -0.5929 -2.1214
H -0.9232 -0.7015 0.4397
H -0.3721 -2.3432 0.2206
H -2.7089 -1.8001 1.7296
H -4.0338 -2.2249 0.7304
H -3.4585 -0.5634 0.6716
H 1.3169 -0.3626 -2.1028
H 1.4719 -1.1005 -0.7188
C 4.2151 -4.4981 2.4247
C 2.9134 -4.5876 1.6827
O 2.0130 -3.5651 2.1212
H 4.7703 -3.6029 2.3081
H 4.8570 -5.3984 2.2189
H 3.9223 -4.5737 3.5034
H 2.4324 -5.5940 1.8890
H 3.0214 -4.4675 0.6289
H 1.3663 -3.5832 1.4527
C -0.4919 -1.6769 6.5316
C 0.5150 -2.8040 6.5591
O 1.3877 -2.6669 5.4578
H -0.4149 -0.9890 7.3798
H -1.4361 -2.1189 6.2181
H -0.2204 -1.0584 5.6603
H -0.0809 -3.7781 6.5041
H 1.2393 -2.8033 7.3992
H 0.9674 -2.9207 4.5987
C 4.2642 -3.9650 -1.6626
C 4.4114 -2.6163 -0.9699
O 3.2123 -2.4933 -0.2145
H 4.5084 -4.7258 -0.9705
H 4.9422 -4.0553 -2.5044
H 3.2871 -3.7783 -2.1701
H 4.5666 -1.8508 -1.7856
H 5.2443 -2.5081 -0.2909
H 3.2990 -1.7152 0.3921
C -2.9513 2.3675 5.5725
C -1.5349 2.1159 5.1186
O -1.4498 1.4733 3.8279
H -3.4167 3.0998 4.9060
H -2.9573 2.7651 6.6037
H -3.5196 1.3771 5.5230
H -1.0110 1.4469 5.7065
H -0.9295 3.0014 5.1170
H -1.8432 2.0931 3.2064
C 3.1990 -2.2734 -4.8682
C 4.4390 -1.8153 -5.6227
O 5.6231 -2.1964 -4.9925
H 2.2399 -2.2063 -5.3639
H 3.1649 -1.7379 -3.9604
H 3.3504 -3.3298 -4.6470
H 4.5320 -0.7127 -5.6155
H 4.4367 -2.1759 -6.6402
H 5.4749 -3.0809 -4.5312
C 1.0720 1.2808 -5.7108
C 2.4020 1.5057 -5.0313
O 2.5544 0.7352 -3.8366
H 0.8006 0.2661 -6.0148
H 1.0508 1.7540 -6.6810
H 0.2399 1.6868 -5.1206
H 2.5028 2.6105 -4.8074
H 3.2369 1.2720 -5.6645
H 2.7464 1.3281 -3.0448
C -4.7456 -2.9565 -3.6183
C -3.6326 -1.9401 -3.5946
O -3.6692 -0.9177 -2.6616
H -4.6824 -3.6405 -2.7340
H -4.7065 -3.5920 -4.5225
H -5.7156 -2.5295 -3.4727
H -3.7566 -1.4132 -4.5316
H -2.6908 -2.3989 -3.5399
H -3.0740 -1.1664 -1.9095
C 1.7581 0.6087 3.5095
C 1.9257 -0.5663 2.5831
O 3.1156 -0.4507 1.7430
H 2.4492 0.7465 4.3411
H 0.8146 0.5462 4.0757
H 1.6320 1.5210 2.9629
H 1.1031 -0.5607 1.8649
H 1.9919 -1.5066 3.0563
H 3.2992 0.4983 1.6394
```

Computed properties:
Orbital gap = 9.575 eV
Multiplicity = 1
Relative energy (zero: lowest compared OMol25 entry of this formula, charge and spin) = 1.9356 eV
Electronic energy = -65200.6311 eV
SMILES = COC[C@H](C)N.COC[C@H](C)N.COC[C@H](C)N.COC[C@H](C)N.CCO.CCO.CCO.CCO.CCO.CCO.CCO.CCO